The following is a quantum chemistry calculation of a 8-piece molecular cluster, C10H33N3O13S overall in a non-equilibrium geometry, from OMol25.

Its max |F| is 1.32 eV/A. Its SMILES is CCOS(C)(=O)=O.C[N+](=O)[O-].C[N+](=O)[O-].C[N+](=O)[O-].CO.CO.CO.CO. Its HOMO energy is -10.18 eV. For the HOMO-LUMO gap, the calculation gives 10.18 eV.

XYZ file:
```
60
Properties=species:S:1:pos:R:3:nbo_charge:R:1
C -6.30 -1.45 -0.13 -0.64
C -4.90 -1.58 -0.70 -0.08
O -4.32 -0.24 -0.74 -0.72
S -2.79 -0.15 -1.03 2.41
C -2.65 -0.67 -2.72 -0.91
O -2.45 1.22 -0.94 -0.94
O -2.11 -1.11 -0.21 -0.97
H -6.67 -2.44 0.14 0.22
H -7.01 -0.99 -0.81 0.21
H -6.28 -0.84 0.77 0.25
H -4.29 -2.21 -0.05 0.21
H -4.95 -1.96 -1.72 0.18
H -1.78 -0.15 -3.11 0.28
H -3.53 -0.28 -3.22 0.25
H -2.56 -1.75 -2.75 0.25
C 0.40 1.11 0.14 -0.48
N 1.82 0.96 0.54 0.54
O 2.46 0.06 0.05 -0.38
O 2.26 1.75 1.36 -0.40
H -0.14 0.89 1.06 0.24
H 0.11 0.36 -0.58 0.24
H 0.21 2.11 -0.25 0.24
C -3.07 0.88 2.37 -0.49
N -4.11 0.22 3.22 0.54
O -3.76 -0.14 4.32 -0.37
O -5.22 0.08 2.77 -0.40
H -3.55 1.16 1.44 0.23
H -2.30 0.14 2.20 0.24
H -2.80 1.78 2.91 0.23
C 5.62 1.58 1.90 -0.49
N 6.23 2.28 3.07 0.54
O 6.37 3.48 2.97 -0.39
O 6.52 1.62 4.05 -0.37
H 6.15 1.91 1.01 0.23
H 4.60 1.95 1.85 0.25
H 5.60 0.51 2.08 0.23
C 0.45 -1.81 2.28 -0.26
O -0.20 -2.83 3.01 -0.72
H -0.11 -1.58 1.38 0.17
H 0.55 -0.89 2.87 0.16
H 1.49 -2.03 2.02 0.18
H 0.14 -3.67 2.70 0.47
C 2.45 -3.22 -1.37 -0.25
O 2.00 -3.93 -0.23 -0.73
H 3.26 -3.72 -1.90 0.16
H 1.61 -3.13 -2.06 0.17
H 2.78 -2.20 -1.12 0.18
H 2.70 -4.47 0.12 0.47
C 0.77 0.11 -3.37 -0.25
O 0.26 1.42 -3.29 -0.75
H 1.86 0.09 -3.51 0.18
H 0.64 -0.41 -2.40 0.15
H 0.23 -0.46 -4.12 0.17
H 0.94 2.00 -2.91 0.50
C 2.82 3.64 -1.25 -0.25
O 2.58 2.75 -2.34 -0.76
H 3.12 4.64 -1.57 0.18
H 1.90 3.73 -0.68 0.19
H 3.59 3.18 -0.62 0.18
H 3.37 2.71 -2.89 0.48
```